(1)
Entry from OMol25: C10H25FO6Si2 as an isolated structure (ωB97M-V with the def2-TZVPD basis set).

- HOMO-LUMO gap: 10.4 eV
- HOMO energy: -9.9016 eV
- E_tot: -41536.849 eV

Atoms and positions in Å:
1 O -0.096 0.212 1.313
2 C 0.281 -1.079 0.807
3 C -0.233 -2.181 1.740
4 Si 0.879 -2.522 3.182
5 O 0.770 -1.259 4.261
6 Si 1.949 -0.767 5.271
7 F 3.173 -0.180 4.415
8 H 0.723 0.707 1.417
9 H 1.373 -1.089 0.757
10 H -0.108 -1.201 -0.201
11 H -1.163 -1.811 2.188
12 H -0.479 -3.092 1.193
13 H 0.493 -3.771 3.880
14 H 2.290 -2.649 2.738
15 H 2.481 -1.898 6.052
16 H 1.437 0.326 6.104
17 O 0.953 -0.063 -1.969
18 C 1.967 0.540 -2.186
19 O 2.824 0.720 -1.156
20 C 4.140 1.265 -1.325
21 C 4.143 2.778 -1.290
22 C 2.268 1.162 -3.527
23 H 4.601 0.875 -2.233
24 H 4.705 0.865 -0.485
25 H 3.575 3.201 -2.118
26 H 5.166 3.152 -1.350
27 H 3.697 3.132 -0.361
28 H 1.826 2.158 -3.549
29 H 1.790 0.555 -4.290
30 H 3.327 1.245 -3.757
31 O -6.437 -1.547 -0.706
32 C -5.441 -0.957 -1.020
33 O -4.508 -0.720 -0.077
34 C -3.213 -0.186 -0.385
35 C -3.212 1.327 -0.432
36 C -5.245 -0.410 -2.417
37 H -2.822 -0.624 -1.304
38 H -2.569 -0.518 0.426
39 H -3.850 1.707 -1.231
40 H -2.196 1.688 -0.592
41 H -3.582 1.727 0.512
42 H -5.692 0.583 -2.461
43 H -5.779 -1.061 -3.104
44 H -4.208 -0.341 -2.732

natural (NBO) atomic charge list, values in e, 8 entries:
1. O -0.74
2. C -0.06
3. C -0.93
4. Si 1.45
5. O -1.25
6. Si 1.77
7. F -0.66
8. H 0.47

---

(2)
Entry from OMol25: C10H25NO8Sr as an isolated structure in a non-equilibrium geometry (ωB97M-V with the def2-TZVPD basis set).

- HOMO-LUMO gap (spin up / spin down): 8.8 / 4.3 eV
- HOMO energy (spin up / spin down): -11.2494 / -11.2494 eV
- Total charge: +1
- Multiplicity: 2
- E_tot: -29476.615 eV
- <S²>: 0.76

Atoms and positions in Å:
1 Sr 0.085 0.579 0.269
2 C 0.126 3.724 3.690
3 C -0.233 2.930 2.412
4 O -0.824 1.824 2.477
5 O 0.210 3.139 1.319
6 H 0.457 4.733 3.446
7 H 0.969 3.195 4.134
8 H -0.715 3.975 4.336
9 C 3.201 -2.269 2.076
10 C 2.215 -1.389 1.470
11 O 1.312 -0.846 2.159
12 O 2.222 -1.205 0.242
13 H 3.646 -2.998 1.399
14 H 2.783 -2.835 2.909
15 H 4.121 -1.749 2.343
16 C -1.263 -2.724 2.002
17 O -1.159 -2.011 0.770
18 C -0.689 -2.949 -0.219
19 C -0.943 -2.319 -1.608
20 N -0.057 -1.178 -1.856
21 C -0.442 -0.597 -3.122
22 C -0.204 0.863 -3.260
23 O -0.519 1.639 -2.043
24 C -0.938 2.906 -2.320
25 H -2.033 -3.495 2.018
26 H -1.406 -2.020 2.822
27 H -0.379 -3.287 2.303
28 H -1.140 -3.940 -0.172
29 H 0.376 -3.127 -0.069
30 H -1.994 -2.044 -1.525
31 H -0.922 -3.120 -2.348
32 H 0.843 -1.622 -1.969
33 H -1.527 -0.698 -3.161
34 H 0.055 -1.263 -3.827
35 H -0.791 1.287 -4.074
36 H 0.811 1.119 -3.562
37 H -1.671 3.119 -1.541
38 H -1.316 3.013 -3.337
39 H -0.161 3.659 -2.189
40 O -2.546 0.713 0.097
41 H -3.177 1.331 0.467
42 H -3.031 -0.109 0.022
43 O 1.887 1.965 -0.790
44 H 2.759 1.624 -0.590
45 H 2.002 2.459 -1.602

natural (NBO) atomic charge list, values in e, 8 entries:
1. Sr 1.82
2. C -0.75
3. C 0.77
4. O -0.34
5. O -0.45
6. H 0.26
7. H 0.27
8. H 0.27